No. 1
The following is a DFT calculation (wB97M-V/def2-TZVPD) of one molecule with the formula C20H23N3O4.

Structure (XYZ):
```
50
C20H23N3O4 | the OMol25 dataset | wB97M-V/def2-TZVPD
C -1.968 -3.827 -1.097
H 4.967 -0.565 -1.348
H -0.015 -1.567 1.364
C -1.246 3.002 -0.989
C 5.270 -0.296 0.761
H 1.079 -3.549 0.340
H 2.607 -1.168 -1.236
H 6.342 -0.502 0.771
C -2.772 2.878 -1.116
C 4.600 -0.996 -0.415
H 1.179 1.037 -1.522
H -3.238 3.773 -0.688
H 0.953 2.252 1.270
H 2.695 -1.397 0.507
C -0.540 -2.200 0.663
C -4.458 -1.442 -0.275
H -2.539 -4.447 -1.770
C 0.056 -3.303 0.099
H 5.306 1.696 1.600
C -2.594 -2.713 -0.528
H 1.168 3.122 -0.276
H 4.842 -2.061 -0.416
C -4.185 1.884 0.493
H -3.022 2.821 -2.179
C 0.737 2.240 0.200
C -0.658 -4.110 -0.787
H 3.318 2.559 0.475
C 2.719 0.640 -0.105
H -0.176 -4.971 -1.227
C 3.599 1.525 0.341
O -1.953 0.141 1.592
N -3.906 -2.449 -0.829
H -5.499 -1.244 -0.497
N -3.854 -0.579 0.589
H 5.664 1.634 -0.121
O -3.288 1.717 -0.473
H 0.661 0.122 -0.112
C -1.866 -1.887 0.349
C 1.286 0.960 -0.435
H -4.299 0.644 2.207
C 5.028 1.207 0.662
O -0.635 3.716 -1.756
C 3.090 -0.804 -0.325
H 4.846 -0.674 1.693
C -2.502 -0.706 0.906
N -0.697 2.318 0.022
H -1.252 1.682 0.583
O -4.661 2.929 0.835
H -5.636 0.406 1.056
C -4.557 0.550 1.145
```

Values from the calculation:
frontier orbital gap: 8.99 eV
strongest force on any atom: 0.77 eV/Å
SMILES string: O=C(COC(=O)Cn1cnc2ccccc2c1=O)NCCC1=CCCCC1
spin multiplicity: 1
ΔE to the lowest compared entry with this formula, charge and spin: 154.5 kJ/mol
charge: 0
E_LUMO: 0.07 eV
HOMO level: -8.919 eV


No. 2
The following is a DFT calculation (wB97M-V/def2-TZVPD) of one molecule with the formula C20H23N3O8S.

Structure (XYZ):
```
55
C20H23N3O8S | the OMol25 dataset | wB97M-V/def2-TZVPD
O 5.131 1.483 2.067
C -2.796 2.242 -4.097
O 3.762 -2.485 1.944
C 2.035 -1.675 0.518
O 1.956 0.551 -0.250
O -4.479 1.800 0.091
H 1.033 3.895 0.503
H 0.270 -5.111 0.711
O 1.776 1.878 2.094
C -0.921 3.206 0.012
H -4.970 -0.540 -2.988
H 0.450 -1.112 -0.773
H -3.281 3.142 -3.731
C 2.515 -0.277 0.446
H 4.179 -0.725 1.557
C 0.302 3.114 0.640
H -3.541 1.616 -4.580
H 3.553 -3.696 3.616
C -3.353 -0.245 -1.602
N -3.168 1.147 -1.938
H -0.698 -3.306 -0.685
N -0.126 -0.169 2.386
H -4.000 -0.254 -0.724
C 4.274 -3.458 2.830
C -4.026 -1.014 -2.734
O -0.935 -1.070 2.272
H -2.392 -0.716 -1.342
C 1.933 -3.941 1.340
H -1.667 0.593 -3.264
C 2.592 -2.714 1.291
C -1.878 2.219 0.197
H 4.564 -4.370 2.300
C -0.384 1.034 1.647
H -3.397 -1.035 -3.621
C 4.028 1.295 1.624
N 3.617 0.050 1.216
H -4.217 -2.036 -2.419
H -1.166 4.048 -0.618
S -3.413 2.263 -0.744
C -2.165 1.504 -2.923
O -3.512 3.557 -1.349
H 5.157 -3.005 3.277
H -2.033 2.513 -4.823
O 0.887 -0.256 3.047
C 0.218 -3.145 -0.139
H 2.334 -4.744 1.937
C 0.609 2.022 1.462
C 0.856 -1.926 -0.190
C 0.760 -4.152 0.641
C 2.968 2.398 1.535
H -2.364 0.383 1.172
H 3.316 3.258 2.117
H 2.838 2.673 0.483
C -1.618 1.146 1.013
H -1.410 2.144 -2.451
```

Values from the calculation:
frontier orbital gap: 8.68 eV
strongest force on any atom: 1.28 eV/Å
SMILES string: CCN(CC)S(=O)(=O)c1ccc(OCC(=O)NC(=O)c2ccccc2OC)c([N+](=O)[O-])c1
spin multiplicity: 1
ΔE to the lowest compared entry with this formula, charge and spin: 10.7 kJ/mol
charge: 0
E_LUMO: -0.58 eV
HOMO level: -9.259 eV


No. 3
The following is a DFT calculation (wB97M-V/def2-TZVPD) of C20H24AuBrN8O3 as an isolated structure.

Structure (XYZ):
```
57
C20H24AuBrN8O3 | the OMol25 dataset | wB97M-V/def2-TZVPD
H 6.751 -0.958 -1.210
H -3.643 -3.366 0.979
H 5.518 2.028 0.223
H 2.058 2.040 -1.386
H -0.269 -4.973 0.183
H -2.752 -2.195 5.652
C 0.687 -5.059 -0.330
N -1.447 0.169 -0.784
H -1.809 2.043 -0.032
N 0.552 -4.721 -1.741
C -3.565 -1.705 2.402
C 1.475 3.717 -0.719
N -1.245 1.507 -0.681
C -0.805 4.465 -0.851
C 0.141 3.462 -1.056
H 0.530 -5.471 -2.413
C -2.760 -1.742 0.021
O 2.472 2.790 -0.897
N 2.150 -0.888 -2.183
C 0.340 -3.482 -2.162
H 1.043 -6.083 -0.264
N 4.409 -0.443 -1.544
C -0.448 5.684 -0.300
H -1.834 4.293 -1.142
H -4.758 -0.074 1.667
H 1.180 6.881 0.421
C -2.250 -0.387 0.056
Br -2.692 -2.674 -1.629
C 3.208 -0.555 -1.797
H 2.880 5.128 0.038
C 1.838 4.946 -0.184
H -2.624 0.234 0.868
N 4.848 1.464 -0.276
H -5.037 0.962 3.882
H -0.904 2.368 -2.562
C -0.364 2.151 -1.626
C -3.048 -2.326 3.539
C -4.450 0.061 3.782
O 0.672 1.259 -1.904
H -4.016 -0.081 5.876
H 0.353 -3.951 -4.155
H 1.407 -4.397 0.143
C 5.237 0.335 -0.859
N 0.211 -3.230 -3.466
H 3.952 1.888 -0.482
C -4.281 -0.514 2.534
C 0.883 5.922 0.025
C -3.344 -2.329 1.084
C -3.186 -1.728 4.780
H 0.105 -2.288 -3.803
H 7.203 0.439 -0.290
N 6.490 -0.093 -0.766
H -1.197 6.444 -0.135
O 0.230 -2.580 -1.267
Au 0.296 -0.593 -1.608
H -2.504 -3.256 3.446
C -3.888 -0.535 4.904
```

Values from the calculation:
frontier orbital gap: 5.88 eV
strongest force on any atom: 1.07 eV/Å
spin multiplicity: 1
ΔE to the lowest compared entry with this formula, charge and spin: 85.8 kJ/mol
charge: +2
E_LUMO: -7.58 eV
HOMO level: -13.458 eV


No. 4
The following is a DFT calculation (wB97M-V/def2-TZVPD) of C20H24BBeN8S as an isolated structure.

Structure (XYZ):
```
55
C20H24BBeN8S | the OMol25 dataset | wB97M-V/def2-TZVPD
H 2.370 -4.596 -1.731
C -3.571 1.121 -0.044
H 1.787 -0.601 2.444
N -1.073 -3.185 -2.411
H 3.706 3.247 0.793
H -0.536 -1.489 2.018
H 0.089 4.867 -0.721
H -2.725 2.012 1.800
H -1.960 -0.570 2.542
N -1.612 0.296 -0.678
C -0.897 -0.742 2.728
C 4.149 1.223 -0.039
C 0.031 2.487 -2.946
N 1.291 -2.982 -2.378
C -0.067 3.861 -2.713
C 0.783 -0.034 0.185
S -0.079 -0.870 -3.218
N 2.117 1.847 0.563
H -0.568 1.214 4.551
C 0.254 -5.005 -1.665
N 0.235 1.846 -1.800
N 2.029 0.553 0.142
Be -0.033 0.080 -1.342
H 1.325 -0.094 4.081
H 0.545 3.355 1.353
C 0.062 -2.497 -2.632
H 2.010 1.082 2.960
H -2.971 -4.925 -2.471
C -2.272 -5.138 -1.665
C -0.978 -4.420 -1.929
H 3.419 -0.837 -0.633
H -0.031 1.933 -3.869
H -2.709 -4.768 -0.735
C 3.415 2.265 0.463
N -1.442 0.914 0.497
H 0.339 -6.014 -1.287
C -0.572 1.622 3.536
H -0.790 -1.132 3.744
C 0.094 3.988 -1.343
H -4.613 1.389 -0.016
H -3.228 -0.025 -1.952
C 1.358 0.211 3.031
H 0.094 2.485 3.509
H -2.116 -6.213 -1.575
H 5.210 1.203 -0.225
C -0.068 0.538 2.563
C -0.070 0.960 1.036
C 3.258 0.143 -0.220
H -0.224 4.643 -3.436
C -2.607 1.442 0.900
H -1.582 1.967 3.331
N 0.266 2.768 -0.815
C -2.887 0.408 -1.026
B 0.681 2.384 0.656
C 1.367 -4.218 -1.913
```

Values from the calculation:
frontier orbital gap: 5.09 eV
strongest force on any atom: 1.06 eV/Å
spin multiplicity: 1
charge: -1
E_LUMO: 2.97 eV
HOMO level: -2.114 eV


No. 5
The following is a DFT calculation (wB97M-V/def2-TZVPD) of C20H24BrF5N2OPtS as an isolated structure.

Structure (XYZ):
```
55
C20H24BrF5N2OPtS | the OMol25 dataset | wB97M-V/def2-TZVPD
C 1.060 -3.063 -0.581
H -1.611 -3.515 -0.060
H -3.885 -0.188 3.224
C -3.089 -0.307 3.962
C -0.841 -0.893 1.992
C -1.363 0.364 2.283
H -3.506 -0.110 4.953
C -0.832 0.460 4.724
H -2.856 2.249 4.786
F 1.070 -0.149 -5.242
C 0.262 0.201 -4.170
H 2.659 3.865 -1.425
H -1.481 -3.540 1.702
C 2.898 4.153 -3.445
H 1.600 -3.962 1.820
C -0.923 -3.672 0.773
C 0.263 -2.699 0.679
C -0.288 -1.258 0.771
N 2.841 3.430 -2.320
H -0.566 -4.704 0.734
F -1.862 -0.510 -3.351
C -0.817 0.961 0.026
H 0.004 1.137 4.538
H 2.854 1.570 -5.561
F -0.306 1.399 -4.543
C -0.299 -0.303 -0.278
C -2.456 2.086 3.784
C 3.035 3.536 -4.659
O 0.124 -0.643 -1.492
C 2.992 2.055 -2.310
Br -0.902 2.312 -1.315
H 1.913 -2.400 -0.728
H -3.259 2.278 3.069
C -1.931 0.656 3.670
N 3.025 1.435 -3.532
H -1.664 2.820 3.618
H 0.452 -3.034 -1.479
H -1.224 0.663 5.723
C -0.888 -0.827 -4.199
H 2.055 -2.253 1.828
F -1.429 -0.865 -5.432
C 2.971 2.142 -4.649
H 2.800 5.224 -3.332
C 1.210 -2.943 1.866
H -0.445 -0.560 4.715
Pt 1.404 0.453 -2.537
H -0.860 -1.640 2.776
H 3.073 4.104 -5.574
H 0.720 -2.822 2.832
H -2.763 -1.348 3.937
S 3.097 1.182 -0.868
F -0.436 -2.052 -3.925
H -1.714 2.301 1.406
C -1.330 1.302 1.266
H 1.439 -4.080 -0.451
```

Values from the calculation:
frontier orbital gap: 5.85 eV
strongest force on any atom: 0.94 eV/Å
spin multiplicity: 1
ΔE to the lowest compared entry with this formula, charge and spin: 85.7 kJ/mol
charge: 0
E_LUMO: -1.68 eV
HOMO level: -7.527 eV


No. 6
The following is a DFT calculation (wB97M-V/def2-TZVPD) of one molecule with the formula C20H24ClN3O3.

Structure (XYZ):
```
51
C20H24ClN3O3 | the OMol25 dataset | wB97M-V/def2-TZVPD
Cl -0.232 5.729 1.949
C 1.313 0.189 -1.696
H 2.345 -2.161 -4.586
O 2.502 0.532 -5.088
C 2.108 -0.115 -3.954
C -1.722 3.621 1.134
O 0.909 -3.966 -0.505
C -1.731 1.460 2.236
C -0.362 3.273 3.080
H -2.906 1.979 0.507
H -0.302 -3.982 1.755
H -2.152 -0.043 0.259
H -2.963 -1.247 3.593
C -2.047 -0.658 3.469
C -2.176 2.322 1.222
N -2.241 0.187 2.320
N 0.836 -1.689 -0.292
C -0.812 4.098 2.064
H -1.836 -2.357 0.187
C 1.060 2.326 -0.671
H 2.092 2.618 -0.887
H 1.782 1.783 -3.066
H 2.090 -0.880 -6.553
H 0.350 3.645 3.801
H 1.602 -3.096 -2.452
C 1.639 -2.028 -2.584
C 1.731 0.720 -2.898
H 1.053 -2.939 2.232
C -0.850 -1.606 3.278
C -0.813 1.971 3.162
H 3.773 -0.863 -5.952
H -1.017 -2.525 3.865
H -2.081 4.269 0.350
C 2.060 -1.491 -3.792
H 3.174 0.471 -6.969
H 0.774 2.694 0.312
C 0.678 -2.960 0.133
O 0.928 0.926 -0.607
C 2.904 -0.242 -6.192
H -0.427 1.347 3.952
H 0.076 -1.140 3.629
H 0.566 -0.965 0.367
C -1.981 -1.972 1.197
H -1.928 -0.053 4.367
H -3.667 -0.619 0.997
N -0.692 -1.881 1.859
C -2.578 -0.557 1.122
C 0.176 -3.005 1.580
H -2.662 -2.663 1.723
C 1.264 -1.211 -1.533
H 0.394 2.756 -1.425
```

Values from the calculation:
frontier orbital gap: 8.36 eV
strongest force on any atom: 0.67 eV/Å
SMILES string: COc1ccc(NC(=O)CN2CCN(c3ccc(Cl)cc3)CC2)c(OC)c1
spin multiplicity: 1
ΔE to the lowest compared entry with this formula, charge and spin: 184.5 kJ/mol
charge: 0
E_LUMO: 0.67 eV
HOMO level: -7.692 eV


No. 7
The following is a DFT calculation (wB97M-V/def2-TZVPD) of one molecule with the formula C20H24ClN3O3S.

Structure (XYZ):
```
52
C20H24ClN3O3S | the OMol25 dataset | wB97M-V/def2-TZVPD
H -3.864 -2.561 -0.225
H -3.958 -3.197 -6.008
C -4.789 -2.955 -2.107
H -0.255 -0.530 4.273
C -0.492 -0.739 0.953
C 3.013 3.277 0.622
C -2.522 -2.224 -1.891
C -1.317 -1.787 -1.105
H 1.395 -2.168 3.492
S 1.717 4.526 2.450
N 0.086 0.842 2.690
H -0.836 -2.255 2.421
H 3.409 2.685 -1.397
H -2.525 -1.061 0.380
C 5.616 1.434 -1.136
C 0.554 -0.185 3.609
H 5.042 1.120 -2.015
C 0.016 -1.862 1.855
H 1.316 0.261 4.249
C -0.973 0.463 1.775
H 4.585 3.823 -0.720
C -1.379 1.635 0.888
C -2.366 -2.297 -3.263
H 3.384 5.414 0.918
H -0.547 1.952 0.258
H -5.741 -3.238 -1.680
N -1.571 -1.218 0.100
C 2.851 4.513 1.179
C -3.416 -2.685 -4.101
O -0.185 -1.897 -1.546
C 3.963 2.950 -0.485
N -3.272 -2.711 -5.462
Cl -5.965 -3.510 -4.478
H 6.191 0.591 -0.761
C -4.629 -3.008 -3.479
H -1.399 -2.052 -3.685
O -0.061 2.700 4.051
C 1.091 -1.367 2.816
H -2.340 -2.703 -5.831
C 1.356 2.867 2.190
H 2.095 1.281 0.930
H 0.311 -0.415 0.288
C 0.355 2.187 3.037
H -2.207 1.349 0.242
H 1.975 -1.046 2.258
H -1.699 2.488 1.489
C -3.738 -2.558 -1.299
H 6.302 2.234 -1.436
O 4.764 1.854 -0.094
H 0.381 -2.671 1.220
H -1.858 0.134 2.354
C 2.141 2.322 1.214
```

Values from the calculation:
frontier orbital gap: 8.62 eV
strongest force on any atom: 0.61 eV/Å
SMILES string: COCc1csc(C(=O)N2CCC[C@@H](NC(=O)c3ccc(Cl)c(N)c3)[C@@H]2C)c1
spin multiplicity: 1
ΔE to the lowest compared entry with this formula, charge and spin: 42.6 kJ/mol
charge: 0
E_LUMO: 0.22 eV
HOMO level: -8.398 eV


No. 8
The following is a DFT calculation (wB97M-V/def2-TZVPD) of one molecule with the formula C20H24ClN3O5.

Structure (XYZ):
```
53
C20H24ClN3O5 | the OMol25 dataset | wB97M-V/def2-TZVPD
H 2.032 3.391 -0.709
C -1.335 0.473 2.891
H 1.037 -1.368 -5.050
H 3.146 4.034 -1.922
C 0.400 0.176 -3.694
C 0.432 -2.271 -3.193
C -4.491 -1.825 4.551
H -3.842 0.584 2.252
C 1.743 0.340 -2.989
N 0.930 -0.580 -0.838
O -2.800 -0.218 4.703
C -0.834 1.233 1.872
H 2.551 0.215 -3.713
H 3.520 -1.458 -0.618
C -5.941 -1.833 2.647
C 1.928 -0.708 -1.886
H 5.091 3.307 -0.559
H 1.815 1.340 -2.565
C -3.833 -0.730 3.986
O 0.583 1.683 -0.699
H -0.371 -2.158 -2.462
H 0.362 -3.274 -3.618
O 4.020 1.650 -1.007
C -4.295 -0.257 2.758
H -0.853 2.293 1.745
N -5.316 -0.801 2.122
H 3.982 2.752 0.733
O 3.029 0.687 0.767
H -0.705 -1.335 -4.767
H -1.316 1.086 4.931
Cl -6.398 -3.729 4.528
H 4.093 -0.527 -2.030
H -4.157 -2.213 5.499
H 1.885 -2.864 -1.711
C 4.093 2.916 -0.344
H 3.050 4.791 -0.325
C -5.557 -2.379 3.869
H -2.675 1.726 3.973
C 1.780 -2.110 -2.495
C 0.475 0.552 -0.266
O -1.085 -0.822 2.642
C -0.258 0.277 0.999
C 3.432 0.644 -0.368
H -6.768 -2.237 2.081
H 0.784 -1.412 -0.280
H -0.406 0.350 -2.980
H 2.584 -2.263 -3.217
N -0.424 -0.933 1.476
H 0.315 0.926 -4.482
C 0.269 -1.222 -4.287
C 3.008 3.847 -0.860
C 3.340 -0.584 -1.247
C -2.050 0.840 4.154
```

Values from the calculation:
frontier orbital gap: 9.90 eV
strongest force on any atom: 1.19 eV/Å
SMILES string: CCOC(=O)CC1(NC(=O)c2cc(COc3cncc(Cl)c3)on2)CCCCC1
spin multiplicity: 1
ΔE to the lowest compared entry with this formula, charge and spin: 186.2 kJ/mol
charge: 0
E_LUMO: 0.69 eV
HOMO level: -9.212 eV


No. 9
The following is a DFT calculation (wB97M-V/def2-TZVPD) of one molecule with the formula C20H24FN5O3.

Structure (XYZ):
```
53
C20H24FN5O3 | the OMol25 dataset | wB97M-V/def2-TZVPD
H -3.762 1.113 -2.119
C -1.376 1.113 -1.132
C -3.144 -2.144 -1.423
C 1.848 0.584 2.911
H -0.649 -1.992 -2.101
C 1.706 1.397 -1.891
N -1.598 -0.302 -1.321
O -0.663 -3.559 2.303
N 2.674 1.677 2.823
C 3.462 2.133 1.752
C -0.173 -0.402 3.790
H 3.052 -0.714 1.692
H 3.636 3.076 -0.719
N 3.286 1.473 0.590
H 1.451 2.455 -1.796
O 4.211 3.069 1.924
H 0.063 2.344 -0.076
C 3.841 2.000 -0.642
H -1.232 1.643 -2.090
C -0.462 -0.929 -1.966
H 3.663 1.648 -2.746
C 0.704 0.654 3.721
H 2.419 0.958 0.430
H 0.506 1.558 4.277
C 0.787 -0.735 -1.101
H -0.329 0.803 0.713
C -5.201 -0.445 -2.175
F -6.666 -2.293 -2.223
C 1.256 -1.675 2.314
H -2.231 1.548 -0.613
C -0.131 1.283 -0.251
H 1.655 -1.172 -1.596
H 2.626 2.350 3.577
H -1.072 -0.348 4.385
N 1.062 0.663 -0.802
H -6.012 0.203 -2.469
H 1.359 1.059 -2.876
C 2.131 -0.616 2.242
N -0.849 -2.641 3.079
H -2.358 -2.807 -1.097
H 0.631 -1.247 -0.148
C -2.878 -0.781 -1.593
C 0.086 -1.561 3.061
C -4.407 -2.655 -1.636
C -5.425 -1.797 -2.012
H 3.497 0.197 -1.755
H 4.928 1.876 -0.627
H -0.299 -0.485 -2.964
H 1.467 -2.608 1.813
H -4.612 -3.705 -1.500
O -1.780 -2.575 3.858
C -3.929 0.058 -1.969
C 3.233 1.253 -1.825
```

Values from the calculation:
frontier orbital gap: 7.46 eV
strongest force on any atom: 1.39 eV/Å
SMILES string: O=C(NCCCN1CCN(c2ccc(F)cc2)CC1)Nc1ccc([N+](=O)[O-])cc1
spin multiplicity: 1
charge: 0
E_LUMO: -0.50 eV
HOMO level: -7.962 eV